Entry 1:
This record from OMol25 describes 9 unconnected molecules or ions with the total composition C67H73N3O19PSSi at a distorted geometry. The level of theory is the ωB97M-V functional and the def2-TZVPD basis.

Output
- HOMO (eV) = -10.702
- E (eV) = -142014.0550

ORCA input file:
```
! RIJCOSX wB97M-V def2-TZVPD def2/J DEFGRID3
* xyz 1 1
C -10.2636 1.6311 -5.4318
C -3.1653 2.8607 -0.3778
H 2.3520 2.8335 3.2236
C -2.6009 -0.9692 0.7764
C 6.2712 -5.7103 5.2805
O 1.7584 -8.8152 -1.5477
H 3.1170 0.5762 1.1115
C -11.3824 1.1255 -5.9502
H 3.1774 8.0100 -2.7219
O 7.6969 -2.0750 6.9309
O 5.2994 -8.5394 2.3855
H -1.7372 0.5403 -1.6704
H 0.0847 3.0349 -0.7007
C 8.3099 -6.4662 6.4111
C 0.9513 0.4049 1.3787
O -9.1354 -0.6232 -3.6307
H 6.4947 -1.8839 4.6418
H 1.0765 -8.7295 0.9535
C 5.8519 -1.7655 5.5053
C 8.5507 0.1057 9.3098
C 3.0345 -8.6342 1.7578
C 3.6056 7.2839 -3.4016
C 8.0625 0.9570 11.6399
H -2.2552 2.9033 0.2941
C 0.2887 -1.0085 -0.4956
C 4.3453 -2.6916 0.2998
O 5.9536 6.8996 -6.0329
H 5.4023 -1.1701 1.5741
O -13.1039 4.8522 -9.1248
S 3.2496 0.3884 -3.9055
H -3.3393 3.8893 -0.8235
H 0.7792 3.5428 2.4834
C -5.1463 -1.3235 -3.1248
H 3.2939 3.8784 -4.1118
C 4.4869 -8.6028 1.4815
H -11.8676 0.2508 -5.5350
H 4.4240 -0.4427 -0.8541
H -17.1695 5.6132 -7.4484
C -9.6197 2.8276 -6.0161
O 3.2134 -1.7752 0.2446
O -8.5982 3.2896 -5.5406
H 4.3467 1.9441 -1.9551
C -16.4955 5.4768 -8.2846
H -14.2173 5.0086 -11.4620
C 5.3609 -2.2964 1.4857
H 2.2697 4.5774 2.4826
C 4.0823 3.5209 0.2870
C -4.3996 0.9796 0.3966
C -1.1326 -0.9685 1.4535
C 7.6691 0.1046 10.4974
C 7.3619 -5.5408 6.2651
H 2.1147 2.5135 -2.6316
C 3.6865 -1.3814 6.5865
C 1.6755 -0.3455 3.8141
H 6.3948 -2.6692 1.1952
H 3.9939 4.2330 -0.6054
C -15.1932 5.2476 -8.1183
O -18.2812 5.7694 -9.7855
H -7.5039 -0.9541 -5.6201
O 2.2527 5.5996 -2.4666
C -7.0482 -1.0157 -4.6397
C 7.2188 -7.8697 4.6123
H 4.0210 -3.7689 0.4193
H -0.8659 1.2092 -4.6212
H 4.4475 4.1818 1.1425
H -9.7792 1.1948 -4.5681
C -7.3485 -0.9133 -2.1304
C 4.5372 7.6108 -4.2973
C 0.9656 3.7265 -0.4682
N 0.0155 -2.3124 -0.7199
C 5.1071 6.6015 -5.2165
C -16.1940 5.3743 -10.7931
H 5.0325 4.4878 -5.7826
H -0.8103 -2.0430 1.6514
H 4.0530 -1.4643 4.4296
H 1.4201 4.1660 -1.4243
O -4.2931 2.4273 0.4037
H 2.7403 -8.5971 2.7993
C -17.0949 5.5585 -9.6345
H -3.9007 -0.0683 2.3361
H -2.9718 2.1468 -1.2468
C 4.9144 -8.6514 0.0669
C 9.6571 0.8482 9.2699
C -6.0460 -1.1409 -1.9665
H -1.2849 -0.4761 2.4698
O 0.3291 0.8126 -1.9452
C 6.5011 -1.8672 6.8298
H 1.5172 -1.1766 4.5632
C 2.5702 -8.7533 -0.6462
H -0.9157 -2.5343 -1.1007
H -4.2700 0.5616 -0.6466
H 1.6225 -1.7503 2.1756
H 9.1163 -6.3592 7.1257
H -16.6488 5.4364 -11.7737
H 4.7827 2.6591 0.0742
H 8.2495 -0.5243 8.4834
H 4.3177 -8.7592 -1.9634
O 5.4035 -4.8641 5.1432
H 5.0221 -2.7544 2.4691
C -1.3320 1.4684 -3.6223
H 3.6924 -1.3646 8.7738
H 6.1350 -1.7843 8.9893
C -7.9486 -0.8328 -3.4803
C 4.0233 -8.7221 -0.9221
H -9.7776 4.3152 -7.6124
C 3.3916 -0.9228 -0.9057
H 4.9168 8.6202 -4.3938
H -11.8669 3.3720 -8.5809
H 7.3468 -4.6319 6.8533
C -0.9544 0.4036 -2.4774
C -3.3653 0.3068 1.4045
H 2.0546 0.6663 4.1307
H -5.0711 -1.3782 -5.3102
C 4.3355 -1.4828 7.9107
H -8.0219 -0.7774 -1.2933
H -14.7380 5.1854 -7.1377
H 0.5227 4.6246 0.0824
C -14.8917 5.1451 -10.6260
C 9.1688 1.6993 11.5999
Si 2.2880 2.8515 0.6277
H 5.4680 -7.0509 3.7550
H 0.4509 1.2191 2.0044
O -3.9543 -1.5329 -2.9715
H -5.5886 -1.2028 -0.9876
O 11.0594 2.3761 10.3774
C -12.0264 1.7389 -7.1326
H 0.7023 -3.0678 -0.6043
H -2.6185 1.1023 1.7324
H -2.5589 -0.9437 -0.3527
O 2.4900 -1.1736 6.4824
H 7.4065 0.9436 12.5013
O 9.1733 -8.5450 5.7316
C 2.3362 0.2995 -0.9260
H 4.9716 -2.6514 -0.6543
H -3.1370 -1.9272 1.0823
C 1.4427 -0.6701 2.4719
C 6.2712 -6.9445 4.4665
H 7.2335 -8.7781 4.0239
H -2.4643 1.4081 -3.7443
C 3.6734 4.8886 -4.2073
P 3.0210 1.4776 -2.2682
H 3.2780 -1.5875 -1.8255
H -1.1057 2.5353 -3.2978
C 2.1433 -8.7049 0.7692
C 3.1041 5.8983 -3.2884
C 1.9206 3.5059 2.4215
C 10.0506 1.7009 10.4124
C -5.7452 -1.2429 -4.4737
C -11.3825 2.9356 -7.7170
C 2.1925 0.9200 0.5277
H 9.4716 2.3296 12.4265
C 8.3100 -7.7014 5.5965
H -0.9582 -0.6158 -2.9634
O 6.6552 -0.5720 10.5362
N -0.1547 -0.2455 0.6051
H 10.3133 0.8614 8.4086
H -5.4396 0.7715 0.8184
C 5.6447 -1.7080 8.0257
N 1.0922 -0.2670 -1.5155
C -10.2631 3.4407 -7.1977
C 4.6048 5.2144 -5.1030
C 4.5442 -1.5407 5.3918
O -13.0463 1.2761 -7.6063
H 5.9813 -8.6268 -0.1169
C -14.2932 5.0636 -9.2765
*
```



Entry 2:
This record from OMol25 describes 2 unconnected molecules or ions with the total composition C5H10N2O at a distorted geometry. The level of theory is the ωB97M-V functional and the def2-TZVPD basis.

Output
- HOMO (eV) = -9.570
- ΔE to the lowest compared entry with this formula, charge and spin (kJ/mol) = 127.3
- SMILES string = [H]/N=C(\C)C(N)=O.C=C
- E (eV) = -10373.9860

ORCA input file:
```
! RIJCOSX wB97M-V def2-TZVPD def2/J DEFGRID3
* xyz 0 1
C 0.0073 -0.8466 -1.4533
N 0.8159 -0.2461 -2.3397
H -1.2062 -1.2652 1.0063
H 0.5581 -0.1783 -3.3100
H -1.8162 1.3272 1.9467
N 1.7777 -0.3416 0.1103
H 0.2557 -1.5095 1.9968
H -0.1617 -2.6317 0.6795
C -1.0132 1.8693 1.4739
H 0.1443 2.2502 -0.2434
H -0.4451 2.4861 2.1525
H 1.6924 0.1167 -1.9988
C 0.5851 -0.7547 0.0121
C -0.1674 -1.5897 0.9970
H 2.2117 -0.5094 1.0167
H -1.4492 1.3976 -0.5253
O -1.0728 -1.3322 -1.7052
C -0.7165 1.7578 0.1839
*
```



Entry 3:
This record from OMol25 describes a single C6H6 molecule at a distorted geometry. The level of theory is the ωB97M-V functional and the def2-TZVPD basis.

Output
- HOMO (eV) = -7.349
- ΔE to the lowest compared entry with this formula, charge and spin (kJ/mol) = 752.6
- SMILES string = CC1=C2C=C[C@@H]12
- E (eV) = -6311.4000

ORCA input file:
```
! RIJCOSX wB97M-V def2-TZVPD def2/J DEFGRID3
* xyz 0 1
H 1.3145 2.5428 -0.3663
C 1.2667 0.9210 -1.8188
H -1.5306 -0.9244 1.9634
C 0.1655 0.7805 0.3238
H 0.6795 0.8038 1.2916
C 0.3357 -0.4462 -0.8973
H -0.6829 -2.3097 1.2377
C 0.9262 1.5753 -0.6800
H -2.2377 -1.7774 0.5738
H 1.6839 0.8002 -2.7775
C -0.6152 -0.5291 0.1212
C -1.3056 -1.4368 1.0284
*
```



Entry 4:
This record from OMol25 describes a molecular structure, C27H23AuN5O4S at a distorted geometry. The level of theory is the ωB97M-V functional and the def2-TZVPD basis.

Output
- HOMO (alpha / beta) (eV) = -10.049 / -10.059
- ΔE to the lowest compared entry with this formula, charge and spin (kJ/mol) = 177.7
- E (eV) = -58531.5925

ORCA input file:
```
! RIJCOSX wB97M-V def2-TZVPD def2/J DEFGRID3
* xyz 1 3
H -0.6587 -2.4098 -6.3221
H 2.3639 -0.7181 -3.7918
C -1.9433 -4.0161 -1.7490
H -2.8423 -3.5021 -2.0872
C -0.2040 -2.5667 -2.9759
C -1.4723 2.1714 0.6750
N -0.2646 -2.6639 -0.6415
C -1.2734 2.5503 -1.6773
C 3.1258 4.6589 1.9577
C -1.5556 -3.7927 3.0733
H -4.0795 5.2231 -1.2581
H 0.5312 -1.2512 3.8916
C -2.6887 4.1005 -0.3037
O 0.8554 -1.5971 1.4871
O 2.4809 1.5523 -1.8498
C -0.0900 -2.4124 1.5916
O 2.0258 1.2334 2.1392
H -2.1024 -4.3641 -0.7313
C -0.6956 1.0410 0.5013
C -0.2127 -2.2483 -5.3532
H 3.9769 3.6569 -1.1644
H 1.4111 -1.0346 -6.0795
C -1.8016 2.9361 -0.4438
H -1.6813 -3.4002 -4.2909
H -3.5010 3.8799 -2.1771
N -0.2362 0.6597 -0.6813
N 0.9140 -1.8243 -2.8742
C -0.4897 1.4107 -1.7412
H 3.1826 5.5184 2.6093
S -2.7168 4.9676 1.1041
H -0.4306 0.4145 1.3403
C 3.5998 3.6152 -0.1548
H 2.1767 3.4054 3.4183
H -1.4428 3.1228 -2.5755
C -1.6278 -3.3455 5.4304
H -0.0412 1.0953 -2.6722
H -0.4082 -1.7344 6.1289
C -0.2041 -2.0310 4.0225
C -0.7177 -2.3134 5.2730
C 1.4693 -1.3033 -3.9533
C -0.7785 -3.0808 -1.7492
H -2.7301 -4.9005 4.4705
C 2.5521 3.4954 2.4127
C 0.9387 -1.4839 -5.2214
C -0.6309 -2.7617 2.9108
N -3.4582 4.4345 -1.3388
C -0.7856 -2.8036 -4.2235
H -1.8787 -4.3635 2.2167
N -0.6864 -2.9847 0.5428
C 2.7475 1.3133 -0.6895
Au 1.3393 -1.2548 -0.7388
H -1.7577 -4.8679 -2.3994
C 2.5192 2.3452 1.6058
H 4.0942 5.6430 0.3162
O 2.7916 0.1692 -0.1212
H -2.0157 -3.5766 6.4107
C 3.0010 2.4484 0.2840
H 2.2133 0.4662 1.5520
C 3.6617 4.7237 0.6762
C -2.0344 -4.0889 4.3328
H -1.8332 2.4456 1.6540
*
```



> Which value of E does entry 2 give?

-10373.9860 eV